No. 1
{
  "formula": "C25H38AsBrN3O2RbSe2Si3",
  "method": "wB97M-V/def2-TZVPD",
  "total_charge": 0,
  "multiplicity": 1,
  "energy_ev": -320972.6413,
  "homo_energy_ev": -7.9,
  "fmax_ev_per_a": 2.903,
  "e_above_lowest_ev": 0.000,
  "symbols": ["Rb", "Se", "Se", "C", "C", "C", "C", "C", "N", "C", "C", "C", "C", "C", "N", "H", "H", "H", "H", "H", "H", "H", "H", "Br", "C", "C", "C", "C", "C", "N", "C", "O", "O", "H", "H", "H", "C", "Si", "C", "C", "As", "Si", "C", "C", "C", "Si", "C", "C", "C", "H", "H", "H", "H", "H", "H", "H", "H", "H", "H", "H", "H", "H", "H", "H", "H", "H", "H", "H", "H", "H", "H", "H", "H", "H", "H", "H"],
  "coordinates": [[-0.24, -1.01, 1.83], [-1.79, 0.38, 5.42], [0.62, 0.38, 6.05], [1.00, -1.42, 5.53], [1.51, -2.18, 6.63], [1.97, -3.48, 6.38], [1.83, -4.04, 5.09], [1.30, -3.23, 4.08], [0.89, -1.94, 4.28], [-1.70, 1.70, 4.07], [-2.49, 2.85, 4.40], [-2.45, 3.95, 3.53], [-1.62, 3.90, 2.38], [-0.92, 2.73, 2.15], [-1.01, 1.58, 2.91], [1.58, -1.71, 7.61], [2.42, -4.05, 7.19], [2.13, -5.05, 4.85], [1.19, -3.61, 3.05], [-3.05, 2.89, 5.34], [-3.09, 4.81, 3.74], [-1.49, 4.76, 1.71], [-0.25, 2.62, 1.29], [4.01, 0.81, 1.89], [3.85, -0.80, 0.88], [5.05, -1.36, 0.31], [4.91, -2.56, -0.39], [3.66, -3.20, -0.44], [2.57, -2.59, 0.15], [2.68, -1.38, 0.73], [1.18, -3.30, 0.20], [1.08, -4.20, 1.05], [0.32, -2.86, -0.58], [6.01, -0.91, 0.48], [5.75, -3.03, -0.90], [3.43, -4.14, -0.98], [1.01, -2.01, -3.43], [-0.75, -1.35, -3.11], [-1.21, -0.76, -4.84], [-2.02, -2.69, -2.62], [-0.74, 0.38, -1.40], [-2.97, 1.31, -1.55], [-3.58, 1.37, -3.37], [-4.03, 0.17, -0.44], [-3.10, 3.08, -0.85], [0.82, 2.03, -2.29], [0.63, 3.68, -1.35], [2.54, 1.26, -2.00], [0.51, 2.40, -4.15], [1.00, -2.92, -4.07], [1.49, -2.30, -2.48], [1.62, -1.24, -3.93], [-1.09, -1.60, -5.55], [-0.51, 0.03, -5.20], [-2.26, -0.38, -4.94], [-1.97, -3.60, -3.26], [-3.03, -2.27, -2.68], [-1.82, -3.00, -1.58], [-3.77, 0.33, -3.73], [-2.80, 1.84, -4.00], [-4.51, 1.96, -3.53], [-4.09, -0.83, -0.92], [-5.04, 0.54, -0.26], [-3.57, 0.07, 0.56], [-2.39, 3.76, -1.38], [-2.89, 3.11, 0.23], [-4.11, 3.54, -1.04], [0.81, 3.52, -0.27], [-0.40, 4.11, -1.47], [1.34, 4.48, -1.67], [2.72, 1.20, -0.90], [3.40, 1.78, -2.48], [2.57, 0.23, -2.41], [-0.57, 2.54, -4.32], [0.88, 1.55, -4.77], [1.06, 3.33, -4.47]]
}



No. 2
{
  "formula": "C4H5NO3",
  "method": "wB97M-V/def2-TZVPD",
  "total_charge": 0,
  "multiplicity": 1,
  "energy_ev": -11858.0115,
  "homo_energy_ev": [-7.9, -7.9],
  "fmax_ev_per_a": 3.258,
  "e_above_lowest_ev": 3.990,
  "symbols": ["C", "C", "C", "C", "N", "O", "O", "O", "H", "H", "H", "H", "H"],
  "coordinates": [[-0.23, 1.19, 0.55], [-0.95, 0.01, 0.35], [1.16, 1.22, 0.18], [-0.68, -1.24, -0.39], [0.30, -1.43, -1.23], [2.18, 1.75, 0.90], [1.49, 0.90, -0.96], [-2.10, -0.03, 1.08], [-1.40, -2.11, -0.34], [0.09, -2.20, -1.83], [0.84, -0.57, -1.32], [1.90, 1.78, 1.80], [-2.60, 0.76, 1.22]]
}



No. 3
{
  "formula": "C11H9NO",
  "method": "wB97M-V/def2-TZVPD",
  "total_charge": 0,
  "multiplicity": 1,
  "smiles": "O=C1CCC=C2[C@@H]1[C@@]21c2cccn21",
  "energy_ev": -15082.9253,
  "homo_energy_ev": -8.5,
  "fmax_ev_per_a": 4.224,
  "e_above_lowest_ev": 6.345,
  "symbols": ["O", "C", "C", "C", "C", "C", "C", "C", "C", "C", "C", "C", "N", "H", "H", "H", "H", "H", "H", "H", "H", "H"],
  "coordinates": [[2.72, 0.10, -1.49], [1.81, -0.58, -1.14], [1.42, -1.93, -1.86], [0.38, -2.76, -1.19], [-0.82, -1.88, -0.93], [-0.45, -0.82, -0.26], [0.86, -0.25, -0.03], [-0.34, 0.70, 0.13], [-0.74, 2.18, 0.41], [-1.55, 3.19, 0.85], [-1.67, 2.93, 2.24], [-0.98, 1.80, 2.58], [-0.39, 1.30, 1.45], [1.20, -1.52, -2.94], [2.43, -2.57, -1.99], [0.72, -3.21, -0.18], [0.20, -3.58, -1.83], [-1.76, -2.05, -1.37], [1.44, -0.19, 0.85], [-1.72, 4.16, 0.42], [-2.08, 3.69, 2.81], [-0.68, 1.27, 3.47]]
}



Please write out number 1 again, unchanged.
{
  "formula": "C25H38AsBrN3O2RbSe2Si3",
  "method": "wB97M-V/def2-TZVPD",
  "total_charge": 0,
  "multiplicity": 1,
  "energy_ev": -320972.6413,
  "homo_energy_ev": -7.9,
  "fmax_ev_per_a": 2.903,
  "e_above_lowest_ev": 0.000,
  "symbols": ["Rb", "Se", "Se", "C", "C", "C", "C", "C", "N", "C", "C", "C", "C", "C", "N", "H", "H", "H", "H", "H", "H", "H", "H", "Br", "C", "C", "C", "C", "C", "N", "C", "O", "O", "H", "H", "H", "C", "Si", "C", "C", "As", "Si", "C", "C", "C", "Si", "C", "C", "C", "H", "H", "H", "H", "H", "H", "H", "H", "H", "H", "H", "H", "H", "H", "H", "H", "H", "H", "H", "H", "H", "H", "H", "H", "H", "H", "H"],
  "coordinates": [[-0.24, -1.01, 1.83], [-1.79, 0.38, 5.42], [0.62, 0.38, 6.05], [1.00, -1.42, 5.53], [1.51, -2.18, 6.63], [1.97, -3.48, 6.38], [1.83, -4.04, 5.09], [1.30, -3.23, 4.08], [0.89, -1.94, 4.28], [-1.70, 1.70, 4.07], [-2.49, 2.85, 4.40], [-2.45, 3.95, 3.53], [-1.62, 3.90, 2.38], [-0.92, 2.73, 2.15], [-1.01, 1.58, 2.91], [1.58, -1.71, 7.61], [2.42, -4.05, 7.19], [2.13, -5.05, 4.85], [1.19, -3.61, 3.05], [-3.05, 2.89, 5.34], [-3.09, 4.81, 3.74], [-1.49, 4.76, 1.71], [-0.25, 2.62, 1.29], [4.01, 0.81, 1.89], [3.85, -0.80, 0.88], [5.05, -1.36, 0.31], [4.91, -2.56, -0.39], [3.66, -3.20, -0.44], [2.57, -2.59, 0.15], [2.68, -1.38, 0.73], [1.18, -3.30, 0.20], [1.08, -4.20, 1.05], [0.32, -2.86, -0.58], [6.01, -0.91, 0.48], [5.75, -3.03, -0.90], [3.43, -4.14, -0.98], [1.01, -2.01, -3.43], [-0.75, -1.35, -3.11], [-1.21, -0.76, -4.84], [-2.02, -2.69, -2.62], [-0.74, 0.38, -1.40], [-2.97, 1.31, -1.55], [-3.58, 1.37, -3.37], [-4.03, 0.17, -0.44], [-3.10, 3.08, -0.85], [0.82, 2.03, -2.29], [0.63, 3.68, -1.35], [2.54, 1.26, -2.00], [0.51, 2.40, -4.15], [1.00, -2.92, -4.07], [1.49, -2.30, -2.48], [1.62, -1.24, -3.93], [-1.09, -1.60, -5.55], [-0.51, 0.03, -5.20], [-2.26, -0.38, -4.94], [-1.97, -3.60, -3.26], [-3.03, -2.27, -2.68], [-1.82, -3.00, -1.58], [-3.77, 0.33, -3.73], [-2.80, 1.84, -4.00], [-4.51, 1.96, -3.53], [-4.09, -0.83, -0.92], [-5.04, 0.54, -0.26], [-3.57, 0.07, 0.56], [-2.39, 3.76, -1.38], [-2.89, 3.11, 0.23], [-4.11, 3.54, -1.04], [0.81, 3.52, -0.27], [-0.40, 4.11, -1.47], [1.34, 4.48, -1.67], [2.72, 1.20, -0.90], [3.40, 1.78, -2.48], [2.57, 0.23, -2.41], [-0.57, 2.54, -4.32], [0.88, 1.55, -4.77], [1.06, 3.33, -4.47]]
}